(1)
{"formula": "C34H65ClN9O8", "method": "wB97M-V/def2-TZVPD", "multiplicity": 1, "charge": 1, "lumo_energy_ev": -3.25, "elements": ["C", "C", "N", "C", "C", "O", "C", "C", "C", "O", "O", "N", "Cl", "C", "C", "C", "C", "C", "C", "C", "N", "C", "C", "C", "C", "C", "N", "H", "H", "H", "H", "H", "H", "H", "H", "H", "H", "H", "H", "H", "H", "H", "H", "H", "H", "H", "H", "H", "H", "H", "H", "H", "H", "H", "H", "H", "H", "C", "O", "N", "C", "C", "H", "H", "H", "H", "H", "H", "H", "C", "O", "N", "C", "C", "H", "H", "H", "H", "H", "H", "H", "C", "O", "N", "C", "C", "H", "H", "H", "H", "H", "H", "H", "C", "O", "N", "C", "C", "H", "H", "H", "H", "H", "H", "H", "C", "O", "N", "C", "C", "H", "H", "H", "H", "H", "H", "H"], "xyz": [[-1.8376, 0.3450, 7.3805], [-0.9580, -0.6511, 6.3861], [0.0153, -1.4136, 7.0450], [-1.2454, -0.7942, 4.7434], [-0.0622, -0.1411, 3.8127], [0.8946, 0.4675, 4.7973], [0.9045, -1.3330, 3.1447], [0.3302, -2.1935, 1.9336], [-1.2181, -2.6791, 1.9387], [-2.1452, -2.1029, 1.1278], [-1.7358, -3.8036, 2.7796], [2.1874, -0.6137, 2.8427], [3.3591, -1.8092, 2.5755], [2.0911, 0.4948, 1.8358], [2.9285, 1.7499, 2.5690], [2.5897, 0.1561, 0.3252], [4.0875, 0.5102, -0.1563], [4.2603, 2.0369, -0.8283], [5.3539, 0.2736, 0.8036], [0.5594, 1.1515, 1.6824], [-0.4689, 0.7061, 2.6747], [-1.3486, 1.9462, 2.9747], [-1.5060, 2.5419, 4.4794], [-2.5275, 3.8459, 4.6669], [-3.1926, 4.2664, 3.2081], [-2.8818, 3.5739, 1.7804], [-1.9665, 2.4276, 1.6815], [-2.7371, 0.8511, 6.7996], [-2.1796, -0.1648, 8.3766], [-1.1313, 1.2524, 7.7005], [-0.0306, -1.1627, 8.0575], [-2.3074, -0.3150, 4.4911], [-1.3861, -1.9671, 4.6004], [1.0219, 1.4387, 4.6187], [1.1329, -2.0644, 4.0607], [0.9970, -3.1760, 1.8070], [0.4962, -1.5964, 0.9130], [-2.6728, -3.5135, 3.0388], [3.5483, 2.3919, 1.8199], [2.2450, 2.4777, 3.1689], [3.6994, 1.2679, 3.3409], [2.4058, -0.9950, 0.0578], [1.9101, 0.7175, -0.4865], [4.2766, -0.1943, -1.1079], [3.2106, 2.4317, -1.1827], [5.0234, 2.0067, -1.7327], [4.6649, 2.8173, -0.0466], [5.8788, -0.7527, 0.5019], [5.1856, 0.2618, 1.9553], [6.1579, 1.1247, 0.5761], [0.6550, 2.3425, 1.7033], [0.0861, 0.9389, 0.6062], [-1.1655, 0.0983, 2.1366], [-0.9714, 2.1409, 5.4420], [-2.7520, 4.3719, 5.6880], [-3.9686, 5.1633, 3.2225], [-3.4145, 4.0065, 0.8069], [-0.3649, -3.6215, -3.1106], [-0.0913, -2.5145, -2.6641], [-1.3612, -4.4497, -2.6395], [-1.6222, -5.7483, -3.2243], [-2.1736, -4.0088, -1.5247], [0.1911, -4.0530, -3.9585], [-2.6513, -5.7691, -3.5945], [-1.4925, -6.5151, -2.4550], [-0.9387, -5.9520, -4.0529], [-2.6775, -3.0768, -1.7981], [-1.5246, -3.8190, -0.6645], [-2.9171, -4.7670, -1.2650], [-2.0138, -9.6276, -5.0831], [-2.7537, -8.6643, -4.9268], [-0.7037, -9.5687, -5.5081], [0.1070, -10.7577, -5.6681], [-0.1178, -8.2779, -5.8042], [-2.3587, -10.6555, -4.8863], [0.9790, -10.6821, -5.0121], [0.4349, -10.8246, -6.7095], [-0.4583, -11.6576, -5.4114], [-0.1589, -7.6540, -4.9063], [-0.7002, -7.7957, -6.5951], [0.9204, -8.3901, -6.1276], [-4.9206, 6.5032, 0.6873], [-4.2220, 6.3552, 1.6823], [-6.1429, 7.1401, 0.6562], [-6.9093, 7.2739, -0.5649], [-6.6788, 7.6936, 1.8824], [-4.6072, 6.1205, -0.2973], [-7.0603, 8.3371, -0.7730], [-7.8781, 6.7844, -0.4297], [-6.3892, 6.8134, -1.4091], [-5.9764, 8.4349, 2.2752], [-6.7901, 6.8901, 2.6167], [-7.6487, 8.1645, 1.7019], [7.0927, 3.1521, -2.9599], [6.9709, 2.5810, -1.8834], [8.2895, 3.4499, -3.5760], [8.3486, 4.1296, -4.8531], [9.5277, 3.0718, -2.9271], [6.2148, 3.4830, -3.5378], [8.8638, 3.4864, -5.5725], [8.9045, 5.0638, -4.7311], [7.3461, 4.3547, -5.2266], [9.5379, 1.9870, -2.7845], [9.5784, 3.5563, -1.9473], [10.3877, 3.3720, -3.5315], [-3.5072, 2.1350, -1.6907], [-4.1079, 2.9405, -2.3908], [-3.0227, 0.9149, -2.1117], [-2.3206, 0.0168, -1.2189], [-3.2211, 0.5172, -3.4899], [-3.3024, 2.3379, -0.6271], [-1.3157, -0.1596, -1.6132], [-2.8670, -0.9294, -1.1677], [-2.2426, 0.4410, -0.2143], [-2.7508, 1.2567, -4.1450], [-4.2942, 0.4908, -3.7018], [-2.7850, -0.4683, -3.6740]], "atomic_forces_ev_per_a": [[0.3637, 1.1512, -1.0782], [2.6380, -1.9149, 3.4704], [-4.4856, 3.3028, -3.4194], [-1.2609, -0.4101, 0.8415], [2.8326, -2.5838, 2.7487], [-1.9841, 1.1467, -2.1601], [-0.3917, -0.0815, 2.1513], [0.0198, -1.1727, -1.7556], [-5.5791, 1.4507, -2.8129], [5.9500, -2.8738, 5.2484], [0.9052, 3.8953, -1.2444], [-2.5301, -0.6113, -0.4775], [0.6886, -0.1465, -0.3718], [0.2687, 2.4410, -0.2663], [1.2605, -0.4955, 0.2629], [-0.3695, -0.4841, -1.5579], [1.0335, 0.5048, -1.7489], [-0.7133, -0.0521, 0.2024], [1.4781, -0.3649, -0.2198], [1.6595, 0.6726, -2.7930], [-3.1757, 1.2943, -0.1110], [-2.6547, 3.5224, 1.4792], [-2.1490, 1.9679, -2.7716], [1.0302, -2.9848, -6.0576], [1.2715, -1.2680, 1.4699], [1.5750, -1.0775, 3.8778], [-1.1250, 2.1155, 4.9817], [1.6699, -1.2469, 1.3418], [0.6023, 0.7178, -2.1965], [-1.3808, -1.9881, -0.7086], [-0.0749, -0.1560, -0.9362], [2.3420, -0.8699, 0.6220], [0.6798, 2.5485, -0.0260], [-0.1047, -1.3603, 0.0379], [-0.5255, 1.7411, -1.9436], [-1.4477, 2.1435, 0.4822], [-0.7677, -1.3226, 2.1826], [1.6609, -0.6285, -1.0091], [-1.2832, -1.2159, 1.2073], [1.0298, -1.3832, -1.0906], [-1.7410, 1.0951, -1.7394], [0.3453, 2.4312, 0.9667], [1.2886, -1.0669, 2.0251], [-0.6217, 1.4367, 2.1880], [1.9518, -0.7594, 0.5115], [-1.7846, 0.0189, 2.2152], [-0.6836, -1.5813, -1.4965], [-1.1382, 2.1661, 0.8691], [0.0596, 0.0433, -2.2020], [-1.7674, -1.8912, 0.4750], [-0.1783, -2.8871, 0.2335], [1.1383, 0.2293, 2.4820], [0.9660, 0.5807, 0.5970], [-1.0198, 0.5262, -2.3602], [0.5090, -1.1767, -2.3048], [1.9820, -2.1953, -0.1880], [1.4660, -1.1824, 2.4023], [-0.7866, -0.3826, 0.5526], [-0.3219, -0.5005, 0.0412], [1.2565, 0.8834, -0.6760], [-0.1749, 0.0538, 0.0991], [0.2092, 0.2181, -0.0107], [-0.0896, -0.0817, 0.0309], [0.1548, -0.2727, -0.0539], [-0.0763, -0.1175, -0.2089], [-0.1578, 0.1705, 0.1814], [-0.0167, -0.0979, 0.2344], [-0.2624, 0.0473, -0.0452], [0.1887, 0.0964, -0.1340], [0.5042, 0.5218, -0.2238], [0.7976, -0.4620, -0.1362], [-1.3133, -0.2599, 0.4742], [0.0395, 0.1951, -0.0390], [-0.2819, 0.1180, 0.0256], [0.1191, -0.0128, -0.0472], [0.0222, -0.2053, -0.1146], [0.0901, -0.1866, 0.1166], [0.0302, 0.2067, -0.0297], [0.1222, 0.0072, -0.2103], [0.1670, 0.1206, 0.0930], [-0.2192, -0.0782, 0.0791], [-1.3182, 0.7419, -0.1436], [-0.4682, 0.3053, -0.3406], [1.6707, -0.9175, -0.1112], [-0.0670, 0.0521, 0.0529], [0.2434, -0.0387, 0.2500], [-0.1143, 0.0696, -0.0212], [-0.0916, -0.1360, -0.1383], [0.0299, 0.0945, -0.1968], [-0.0333, 0.0501, 0.1962], [-0.1950, -0.0498, 0.1059], [-0.0726, 0.2099, 0.0543], [0.2229, -0.1371, -0.0596], [1.1053, 0.0608, -0.1398], [0.6823, 0.3626, -0.7282], [-1.5647, -0.2409, 0.5386], [0.1310, -0.0575, 0.1075], [-0.0899, -0.1563, 0.3040], [0.0677, 0.0440, -0.0956], [-0.0565, 0.1988, -0.0994], [-0.0632, -0.0251, -0.2207], [0.1367, -0.0719, 0.1284], [0.1679, 0.1336, 0.0783], [0.1624, -0.1467, -0.0726], [-0.2508, -0.0212, 0.0526], [0.0963, -0.6746, -0.7781], [0.3994, -0.5739, 0.3634], [-0.4460, 1.4287, 0.7775], [-0.0359, -0.0306, -0.2460], [-0.1717, 0.2407, -0.1608], [0.0958, -0.2371, -0.0369], [-0.0064, -0.2522, 0.1259], [0.2645, 0.0408, 0.1721], [-0.1666, 0.0524, -0.1533], [-0.1220, -0.1810, -0.0859], [0.1490, -0.0233, -0.1589], [-0.0206, 0.1936, 0.1555]], "mulliken_charge": [-1.198, 0.233, -0.661, -0.188, -0.415, -0.416, -0.829, 0.417, -0.052, -0.461, -0.506, -0.007, -0.074, 2.076, -1.282, -0.622, 0.374, -1.018, -1.016, -1.131, 0.579, -0.029, -0.273, -0.720, -0.163, -0.008, -0.067, 0.286, 0.404, 0.297, 0.297, 0.388, 0.187, 0.487, 0.632, 0.605, -0.174, 0.412, 0.090, 0.327, 0.343, 0.221, 0.065, 0.392, 0.308, 0.096, 0.286, 0.224, 0.225, 0.272, 0.357, -0.088, 0.515, 0.301, 0.339, 0.322, 0.106, -0.005, -0.521, 0.252, -0.701, -0.804, 0.300, 0.371, 0.362, -0.030, 0.152, 0.181, 0.401, 0.095, -0.560, 0.126, -0.919, -0.743, 0.283, 0.329, 0.329, 0.296, 0.048, 0.313, 0.386, 0.170, -0.677, 0.097, -0.918, -0.911, 0.287, 0.347, 0.351, 0.291, 0.293, 0.279, 0.385, 0.196, -0.664, 0.155, -0.903, -0.943, 0.239, 0.333, 0.328, 0.310, 0.292, 0.289, 0.374, 0.661, -0.645, 0.237, -0.029, -1.022, -0.307, 0.269, 0.411, -0.555, 0.319, 0.333, 0.323]}


(2)
{"formula": "C4H5O2", "method": "wB97M-V/def2-TZVPD", "multiplicity": 2, "lumo_energy_ev": [0.48, -0.07], "elements": ["C", "O", "H", "O", "C", "C", "C", "H", "H", "H", "H"], "xyz": [[-3.3223, 0.2473, -0.0085], [-2.6986, 1.3377, 0.1623], [-3.2627, 2.1371, 0.1678], [1.7687, -1.3394, -1.0202], [0.4836, -1.1592, -1.2297], [-0.3101, -1.5324, -0.0993], [-1.6533, -1.7717, -0.2633], [2.2869, -0.9628, -1.7422], [0.1303, -1.5147, 0.9070], [-2.0198, -1.9618, -1.2775], [-2.1959, -2.3433, 0.4960]], "atomic_forces_ev_per_a": [[-0.0347, 0.3044, 0.0298], [0.1449, -0.4227, -0.0177], [-0.1360, 0.0787, -0.0252], [0.4152, 0.0050, 0.8288], [-0.4714, 0.4105, -1.1165], [-0.9921, 0.3038, 0.6707], [1.5424, -1.8285, -0.3259], [-0.3158, -0.1918, -0.1386], [-0.0984, -0.2193, -0.2087], [-0.0206, 0.7314, 0.2436], [-0.0335, 0.8284, 0.0598]], "mulliken_charge": [-0.056, -0.256, 0.380, -0.284, -0.722, 0.510, -0.983, 0.409, 0.309, 0.342, 0.351]}


(3)
{"formula": "C22H28ClN7O4S", "method": "wB97M-V/def2-TZVPD", "smiles": "C[C@@H](Sc1nc2c(cnn2-c2cccc(Cl)c2)c(=O)[nH]1)C(N)=O.CNC(=O)[C@@H](NC(C)=O)C(C)C", "multiplicity": 1, "lumo_energy_ev": -0.16, "elements": ["C", "C", "S", "C", "N", "C", "C", "C", "N", "N", "C", "C", "C", "C", "C", "Cl", "C", "C", "O", "N", "C", "N", "O", "H", "H", "H", "H", "H", "H", "H", "H", "H", "H", "H", "H", "C", "N", "C", "O", "C", "N", "C", "C", "O", "C", "C", "C", "H", "H", "H", "H", "H", "H", "H", "H", "H", "H", "H", "H", "H", "H", "H", "H"], "xyz": [[-0.2951, -4.2275, 2.2850], [0.3767, -3.3190, 1.2472], [2.2000, -3.3200, 1.5781], [2.8995, -2.1184, 0.4866], [2.2329, -1.6852, -0.5622], [2.8164, -0.7555, -1.4326], [4.0738, -0.3167, -1.1931], [4.4253, 0.6069, -2.2205], [3.4270, 0.7344, -3.0566], [2.4228, -0.0943, -2.6115], [1.2120, -0.2459, -3.3263], [0.1835, -1.1167, -2.9177], [-0.9869, -1.2620, -3.6683], [-1.1598, -0.5249, -4.8416], [-0.1650, 0.3576, -5.2633], [-0.3775, 1.2992, -6.7166], [1.0053, 0.4878, -4.5125], [4.8031, -0.7928, -0.0686], [5.9446, -0.4474, 0.1770], [4.1834, -1.6815, 0.7565], [0.0005, -3.7784, -0.1631], [0.8437, -4.4863, -0.9717], [-1.1133, -3.5800, -0.6140], [-0.0688, -3.8808, 3.2982], [0.0589, -5.2585, 2.1807], [-1.3827, -4.2193, 2.1535], [-0.0030, -2.3028, 1.3635], [5.3748, 1.1293, -2.2957], [0.2652, -1.6949, -2.0075], [-1.7637, -1.9420, -3.3269], [-2.0701, -0.6260, -5.4247], [1.7638, 1.1766, -4.8711], [4.7040, -2.0388, 1.5460], [0.5370, -4.5761, -1.9353], [1.8356, -4.4232, -0.7709], [-3.2815, 5.0649, -0.0009], [-2.5554, 4.0994, 0.8233], [-2.8601, 2.7972, 0.8991], [-3.7964, 2.3004, 0.2805], [-1.9657, 1.9180, 1.7804], [-2.7969, 0.9668, 2.5460], [-2.7360, 0.6516, 3.8393], [-1.7977, 1.4032, 4.7625], [-3.4396, -0.2353, 4.2943], [-0.9220, 1.1609, 0.9239], [-0.1366, 2.0764, -0.0265], [0.1089, 0.4566, 1.8155], [-4.3516, 4.8466, 0.0244], [-3.1173, 6.0773, 0.3702], [-2.9398, 4.9979, -1.0353], [-1.7630, 4.4313, 1.3490], [-1.4279, 2.5749, 2.4605], [-3.5071, 0.4737, 2.0210], [-2.0467, 2.4615, 4.7457], [-0.7691, 1.2498, 4.4496], [-1.9268, 1.0217, 5.7744], [-1.4319, 0.4065, 0.3231], [0.6259, 1.4990, -0.5513], [0.3460, 2.8793, 0.5306], [-0.8026, 2.4962, -0.7807], [0.8316, -0.0685, 1.1933], [0.6396, 1.1853, 2.4279], [-0.3844, -0.2695, 2.4603]], "atomic_forces_ev_per_a": [[0.2681, -0.1440, 0.1675], [0.2987, -0.0368, -0.5438], [-0.0882, 0.0665, 0.2252], [-0.5276, 1.2114, -1.8762], [-0.6878, -0.1587, -0.0313], [-0.0158, -0.1629, 0.2021], [0.5906, 0.5697, -0.2733], [-0.1788, -0.4723, 0.6055], [-0.3240, -0.3343, 0.0936], [-0.1534, -1.0569, 1.4727], [-1.3134, 0.1002, -1.1932], [0.1967, -0.0078, 0.1802], [0.5995, 0.6284, -0.2942], [-0.1844, -0.0025, -0.1105], [0.1655, -0.5701, 0.9425], [0.0769, -0.2094, 0.3270], [0.3009, 0.2425, -0.0965], [2.2726, 1.1637, -0.2635], [0.3149, 0.0147, 0.2404], [-2.0179, -1.3634, 0.4215], [-0.5316, -0.4279, -1.7100], [1.0632, 0.1859, 1.0112], [-0.5199, 0.6661, 0.9384], [-0.0434, -0.0485, -0.1518], [-0.0690, 0.1274, 0.0402], [0.2855, 0.1129, -0.1381], [0.1720, -0.0515, -0.1440], [-0.4131, 0.0067, -0.2761], [0.1617, 0.0534, 0.0172], [0.1950, 0.1365, -0.0275], [0.1269, 0.0143, 0.0683], [-0.0192, -0.1483, 0.1852], [0.0442, 0.1270, -0.0271], [0.1359, 0.0418, 0.4151], [-0.2509, -0.2168, -0.3314], [-0.0151, -0.4181, -0.0598], [0.3173, 0.8493, 0.3617], [-0.9766, -0.9809, -0.4768], [0.4282, 0.1733, 0.2809], [-0.0974, -0.4644, 0.0444], [0.4708, 1.1593, -1.6614], [-0.0390, -0.4833, 1.5013], [-0.1446, -0.0546, -0.2347], [-0.1943, -0.1926, 0.0010], [0.7968, 0.1348, -0.0185], [-0.6707, -0.1654, -0.0572], [-0.5968, -0.0604, -0.0504], [0.1875, -0.0457, 0.0297], [0.0787, -0.1779, 0.0420], [-0.0932, 0.0908, -0.0196], [-0.0859, -0.0139, -0.0572], [0.0754, -0.0804, 0.3164], [0.0426, 0.0531, -0.0912], [0.1785, 0.1872, 0.0195], [0.1873, 0.1792, 0.0101], [-0.0527, -0.0163, -0.1862], [-0.2292, 0.0059, 0.0117], [0.0402, 0.0346, 0.0510], [0.1044, 0.1159, -0.0425], [0.1027, 0.1856, -0.0374], [0.0761, -0.0330, -0.0198], [0.0930, 0.0114, 0.0835], [0.0856, -0.0509, 0.1943]], "mulliken_charge": [-1.685, 1.559, -0.314, 0.103, 0.126, 0.431, 0.258, -0.529, -1.206, 0.847, 0.289, 0.196, -0.739, -0.444, 0.039, -0.219, -0.587, -0.097, -0.705, -0.060, 0.178, -0.239, -0.659, 0.461, 0.422, 0.402, -0.760, 0.495, 0.208, 0.469, 0.401, 0.516, 0.250, 0.293, 0.234, -0.922, -0.107, -0.156, -0.678, -0.134, -0.052, 0.724, -0.997, -0.689, 1.067, -1.365, -1.139, 0.299, 0.347, 0.303, 0.245, 0.473, 0.231, 0.313, 0.255, 0.320, 0.151, 0.174, 0.313, 0.396, -0.127, 0.420, 0.404]}